## w
The following is a quantum chemistry calculation of a single C5H12NO molecule, from OMol25.

## Properties
Gap between HOMO and LUMO (spin up / spin down), eV: 10.3 / 7.9
E_HOMO (spin up / spin down), eV: -9.40 / -9.49
<S²>: 0.757

```
! wB97M-V def2-TZVPD RIJCOSX def2/J DEFGRID3
* xyz 0 2
H 0.14 1.80 1.04
H 2.32 1.51 0.39
H 0.80 -0.84 0.75
H 2.09 2.87 -0.71
H -1.62 -2.72 0.23
N 0.29 2.17 -0.03
C -0.62 -2.60 0.71
H 2.05 1.17 -0.96
H -0.90 -2.22 1.66
H -1.51 -0.08 0.86
C 1.73 1.97 -0.29
C 0.04 -1.19 0.02
O 0.18 -3.57 0.63
H -1.58 1.87 -0.55
C -0.71 1.24 -0.63
H -1.97 -0.56 -0.66
H 0.61 -1.45 -0.80
C -1.13 -0.18 -0.10
H -0.21 0.84 -1.55
*
```

=====

## x
The following is a quantum chemistry calculation of a single C5H12NO molecule, from OMol25.

## Properties
Gap between HOMO and LUMO (spin up / spin down), eV: 2.2 / 7.2
E_HOMO (spin up / spin down), eV: -2.29 / -7.39
<S²>: 0.752

```
! wB97M-V def2-TZVPD RIJCOSX def2/J DEFGRID3
* xyz 0 2
N -0.21 -1.96 -0.15
C 1.50 1.14 -0.92
H -1.10 -2.03 -0.63
H -0.65 0.87 -1.27
H 0.43 -0.36 -1.96
H -0.90 -0.61 2.10
C -1.05 -0.10 1.13
C 0.28 0.32 -1.11
H 2.43 0.71 -1.25
H 0.98 -0.47 0.75
O -2.28 -0.62 0.58
H -1.04 0.97 1.21
H 0.54 -2.33 -0.74
H 2.35 2.72 0.25
H 0.57 2.85 0.12
C 0.05 -0.52 0.18
C 1.43 2.30 -0.16
H -3.01 -0.37 1.16
H -0.32 -2.51 0.70
*
```

=====

## y
The following is a quantum chemistry calculation of a 2-piece molecular cluster, C5H12NO overall, from OMol25.

## Properties
Gap between HOMO and LUMO (spin up / spin down), eV: 8.5 / 6.4
E_HOMO (spin up / spin down), eV: -7.67 / -7.65
<S²>: 0.754

```
! wB97M-V def2-TZVPD RIJCOSX def2/J DEFGRID3
* xyz 0 2
O -2.75 0.63 -0.94
H -2.80 0.24 -1.75
H -0.44 2.46 -0.90
H 2.62 -1.56 0.26
H 0.17 -0.29 -1.31
H -1.72 -0.70 2.23
H -0.53 1.48 1.56
H 2.43 0.07 -0.26
H -1.74 0.86 -0.82
H 2.52 -1.18 -1.45
C 0.42 1.95 -0.37
C -0.84 -1.08 1.69
C -0.10 -0.39 0.70
C 0.54 -0.99 -0.50
H 0.17 -1.97 -0.46
C 2.11 -0.94 -0.47
N -0.31 0.98 0.70
H 1.07 2.68 0.29
H -0.82 -2.23 1.81
*
```

=====

Which one is most stable, and which one is least stable? y is the most stable of them, while x is the least stable.

=====

## w
The following is a quantum chemistry calculation of a 2-piece molecular cluster, C5H12NO overall, from OMol25.

## Properties
Gap between HOMO and LUMO (spin up / spin down), eV: 9.0 / 7.1
E_HOMO (spin up / spin down), eV: -8.15 / -8.17
<S²>: 0.754

```
! wB97M-V def2-TZVPD RIJCOSX def2/J DEFGRID3
* xyz 0 2
H -0.08 1.36 -2.17
H 0.44 -0.32 -2.58
C 1.10 2.16 1.03
C 0.97 0.27 -0.59
C -1.19 -0.78 1.05
H -2.27 -0.63 0.99
H 1.95 2.53 0.48
H -0.95 -1.35 1.95
H 2.00 0.51 -0.88
C 0.06 0.34 -1.81
H -1.22 1.11 1.73
H -0.30 -3.49 -0.65
N -0.59 0.48 1.24
H -0.90 -0.06 -1.49
O -0.56 -2.69 -1.10
H -0.78 -2.06 -0.38
H 0.68 2.74 1.85
H 1.12 -0.77 -0.31
C 0.55 1.01 0.64
*
```

=====

## x
The following is a quantum chemistry calculation of a 2-piece molecular cluster, C5H12NO overall, from OMol25.

## Properties
Gap between HOMO and LUMO (spin up / spin down), eV: 6.7 / 9.2
E_HOMO (spin up / spin down), eV: -5.96 / -8.48
<S²>: 0.761

```
! wB97M-V def2-TZVPD RIJCOSX def2/J DEFGRID3
* xyz 0 2
C 0.71 0.97 -0.30
H -0.78 1.18 2.75
C -1.47 0.24 -1.37
H 0.81 2.09 1.39
H 2.30 1.12 -1.64
H 0.46 -0.37 -1.86
H -1.48 1.18 -1.92
H -1.02 -0.23 1.55
H 0.01 -3.62 1.76
H -2.05 0.52 -0.47
H -2.09 -0.53 -1.82
H 2.23 2.41 -0.26
O 0.39 -3.33 0.91
C 1.85 1.54 -0.75
N 0.22 1.41 0.94
H -0.12 -1.04 -0.32
C -0.07 -0.13 -0.93
C -0.61 0.73 1.78
H 0.70 -4.17 0.56
*
```

=====

Which one is most stable, and which one is least stable? x is the most stable of them, while w is the least stable.

=====

## w
The following is a quantum chemistry calculation of a 2-piece molecular cluster, C4H12 overall, from OMol25.

## Properties
Gap between HOMO and LUMO (spin up / spin down), eV: 2.9 / 12.2
E_HOMO (spin up / spin down), eV: 1.55 / -7.62
<S²>: 0.750

```
! wB97M-V def2-TZVPD RIJCOSX def2/J DEFGRID3
* xyz -1 2
H -1.70 0.16 0.64
C -2.52 -0.33 0.12
H 3.08 2.07 0.80
H 2.68 -0.54 -0.09
H 2.44 -0.14 1.48
C 2.06 0.15 0.49
H -3.15 0.35 -0.45
H -2.26 -1.32 -1.80
H -2.11 -2.49 -0.45
H 1.01 -0.12 0.44
C -1.94 -1.47 -0.76
C 2.30 1.62 0.18
H -3.13 -0.65 0.97
H 2.79 1.66 -0.81
H 1.36 2.15 0.10
H -0.91 -1.12 -0.87
*
```

=====

## x
The following is a quantum chemistry calculation of a 2-piece molecular cluster, C4H12 overall, from OMol25.

## Properties
Gap between HOMO and LUMO (spin up / spin down), eV: 2.9 / 10.8
E_HOMO (spin up / spin down), eV: 1.50 / -6.54
<S²>: 0.750

```
! wB97M-V def2-TZVPD RIJCOSX def2/J DEFGRID3
* xyz -1 2
H -0.08 1.17 0.13
C -0.69 -2.03 0.45
H 0.27 -2.39 0.86
H -1.36 -3.00 0.14
H 0.75 1.69 -2.58
H -2.41 -0.71 1.18
C 1.07 1.99 -1.57
C 0.95 1.08 -0.42
H 1.66 1.35 0.58
H 0.45 2.85 -1.40
H -0.30 -1.52 -0.35
H 1.42 0.16 -0.79
C -1.40 -1.11 1.44
H -1.50 -1.64 2.37
H 2.11 2.22 -1.64
H -0.94 -0.12 1.60
*
```

=====

## y
The following is a quantum chemistry calculation of a 2-piece molecular cluster, C4H12 overall, from OMol25.

## Properties
Gap between HOMO and LUMO (spin up / spin down), eV: 2.9 / 12.2
E_HOMO (spin up / spin down), eV: 1.56 / -7.76
<S²>: 0.750

```
! wB97M-V def2-TZVPD RIJCOSX def2/J DEFGRID3
* xyz -1 2
C 0.74 2.13 1.06
C -0.43 -2.21 0.38
H 0.32 3.11 -0.85
C -1.30 -2.14 -0.93
H -0.30 -3.29 0.49
H 2.05 2.57 -0.63
H -0.94 -2.90 -1.64
H 0.54 -1.82 0.11
H 1.17 1.15 1.30
H -2.31 -2.50 -0.71
H -0.31 2.22 1.31
H -0.98 -1.75 1.19
H 0.67 1.47 -0.96
C 1.00 2.37 -0.43
H -1.33 -1.16 -1.38
H 1.40 2.76 1.67
*
```

=====

Which one is most stable, and which one is least stable? y is the most stable of them, while x is the least stable.

=====

## w
The following is a quantum chemistry calculation of a 2-piece molecular cluster, C4H12 overall, from OMol25.

## Properties
Gap between HOMO and LUMO (spin up / spin down), eV: 2.8 / 12.4
E_HOMO (spin up / spin down), eV: 1.57 / -7.92
<S²>: 0.750

```
! wB97M-V def2-TZVPD RIJCOSX def2/J DEFGRID3
* xyz -1 2
C -0.50 0.76 -2.44
H -2.63 0.70 -2.36
H 2.53 -0.62 1.37
H 0.01 -1.32 2.85
H 2.36 -0.81 3.07
C 0.42 -0.74 2.01
H -1.92 0.60 -0.77
H 1.92 0.74 2.44
H 0.37 0.17 -2.13
C -1.79 0.27 -1.81
H -0.51 0.67 -3.54
C 1.89 -0.33 2.21
H -0.24 1.77 -2.18
H -1.94 -0.80 -1.78
H 0.23 -1.23 1.06
H -0.18 0.17 2.01
*
```

=====

## x
The following is a quantum chemistry calculation of a 2-piece molecular cluster, C4H12 overall, from OMol25.

## Properties
Gap between HOMO and LUMO (spin up / spin down), eV: 2.8 / 12.5
E_HOMO (spin up / spin down), eV: 1.52 / -8.03
<S²>: 0.750

```
! wB97M-V def2-TZVPD RIJCOSX def2/J DEFGRID3
* xyz -1 2
H 2.36 -0.48 0.71
H 1.28 -0.51 -1.63
C -3.01 0.53 0.24
H -1.93 -1.01 1.21
H -2.66 0.20 -0.74
H 3.89 0.05 -0.05
H 2.33 1.04 -0.05
H 2.60 -1.65 -1.46
H -4.01 0.08 0.40
C 2.35 -0.58 -1.45
C -2.09 0.06 1.35
H 2.86 -0.13 -2.31
C 2.81 0.06 -0.13
H -1.12 0.55 1.37
H -3.18 1.60 0.20
H -2.49 0.20 2.36
*
```

=====

Which one is most stable, and which one is least stable? x is the most stable of them, while w is the least stable.

=====

## w
The following is a quantum chemistry calculation of a 2-piece molecular cluster, C4H12 overall, from OMol25.

## Properties
Gap between HOMO and LUMO (spin up / spin down), eV: 2.7 / 12.3
E_HOMO (spin up / spin down), eV: 1.52 / -7.77
<S²>: 0.750

```
! wB97M-V def2-TZVPD RIJCOSX def2/J DEFGRID3
* xyz -1 2
C 0.44 1.54 -0.07
H 2.40 2.51 -0.27
H -2.57 -1.72 0.88
H -2.12 -1.68 -0.74
H -0.56 -3.36 1.01
C -0.40 -2.31 0.80
C 1.56 2.27 -0.93
C -1.67 -1.53 0.19
H -0.25 -1.65 1.62
H -1.51 -0.49 0.14
H 1.98 1.57 -1.76
H 0.45 -2.24 0.11
H 1.48 3.13 -1.49
H 0.81 0.48 0.00
H 0.53 1.89 0.92
H -0.57 1.60 -0.40
*
```

=====

## x
The following is a quantum chemistry calculation of a 2-piece molecular cluster, C4H12 overall, from OMol25.

## Properties
Gap between HOMO and LUMO (spin up / spin down), eV: 2.9 / 11.5
E_HOMO (spin up / spin down), eV: 1.51 / -7.12
<S²>: 0.750

```
! wB97M-V def2-TZVPD RIJCOSX def2/J DEFGRID3
* xyz -1 2
H 1.49 2.22 1.45
C 0.77 1.88 0.75
C -0.46 -2.33 -0.89
C -0.92 -2.39 0.62
H 1.10 0.88 0.47
H 0.80 2.23 -1.41
H -1.20 -1.60 -1.36
H -0.44 3.26 -0.56
H 0.47 -1.75 -1.17
H 1.36 3.47 -0.41
H -0.60 -1.40 1.07
H -0.43 -3.25 -1.41
H -1.97 -2.44 0.91
H -0.08 1.69 1.30
H -0.43 -3.27 1.09
C 0.55 2.79 -0.45
*
```

=====

Which one is most stable, and which one is least stable? x is the most stable of them, while w is the least stable.

=====

## w
The following is a quantum chemistry calculation of a single C4H4F2 molecule, from OMol25.

## Properties
Gap between HOMO and LUMO, eV: 9.9
Structure (SMILES): C=C(F)C(=C)F
E_HOMO, eV: -9.28

```
! wB97M-V def2-TZVPD RIJCOSX def2/J DEFGRID3
* xyz 0 1
H 1.21 2.13 -0.21
F -1.35 -1.13 -0.10
H -1.15 2.15 0.24
C 0.75 0.04 0.01
C -1.51 1.15 0.09
H -2.57 1.04 0.09
F 1.32 -1.15 0.11
H 2.63 0.95 -0.06
C -0.77 0.06 -0.01
C 1.56 1.12 -0.10
*
```

=====

## x
The following is a quantum chemistry calculation of a single C4H4F2 molecule, from OMol25.

## Properties
Gap between HOMO and LUMO, eV: 10.1
Structure (SMILES): C=C(F)C(=C)F
E_HOMO, eV: -9.42

```
! wB97M-V def2-TZVPD RIJCOSX def2/J DEFGRID3
* xyz 0 1
H 0.34 -1.33 -2.43
F -0.93 0.68 -1.34
H 1.17 -1.82 -0.83
C -0.50 1.16 1.36
C -0.09 -0.16 -0.71
C 0.10 0.17 0.70
H -1.19 1.79 0.87
F 0.93 -0.68 1.33
C 0.50 -1.16 -1.35
H -0.34 1.35 2.40
*
```

=====

Which one is most stable, and which one is least stable? x is the most stable of them, while w is the least stable.